# 1
# C5H10Cl2N

A 2-piece molecular cluster, C5H10Cl2N overall at a distorted geometry (ωB97M-V/def2-TZVPD, OMol25).

CARTESIAN COORDINATES (ANGSTROEM)
C -0.02 -1.19 -1.12
C -1.26 -0.35 -0.63
C 0.59 -1.61 0.20
C -1.26 -0.40 0.87
C 1.05 2.64 0.00
N -0.32 -1.15 1.23
Cl -0.35 1.95 1.04
Cl 2.18 1.47 -0.46
H -0.42 -2.11 -1.64
H 0.73 -0.51 -1.58
H -1.32 0.74 -0.93
H -2.11 -0.96 -1.10
H 0.79 -2.72 0.15
H 1.54 -1.09 0.40
H -1.88 0.08 1.57
H 0.50 3.15 -0.85
H 0.07 -1.24 2.17
H 1.50 3.30 0.68

## Properties
Total energy, eV: -31874.31265
LUMO level, eV: -3.990
HOMO level, Eh: -0.5499
Relative energy (zero: lowest compared OMol25 entry of this formula, charge and spin), kJ/mol: 1.2
Net charge: +1

# 2
# C5H10Cl2Si

A 2-piece molecular cluster, C5H10Cl2Si overall at a distorted geometry (ωB97M-V/def2-TZVPD, OMol25).

CARTESIAN COORDINATES (ANGSTROEM)
C -1.90 -0.47 1.43
C -1.81 0.25 0.35
C 1.85 -1.03 0.37
C 0.85 1.96 -1.08
C -2.71 0.90 -0.51
Si 0.84 -0.03 -0.90
Cl -4.47 1.26 0.15
Cl 1.35 -0.56 -2.77
H -1.02 -0.99 1.88
H -2.65 -0.34 2.25
H 1.24 -0.97 1.20
H 1.65 -2.06 0.13
H 2.84 -0.74 0.46
H 1.80 2.45 -0.92
H 0.42 2.09 -2.09
H 0.03 2.48 -0.43
H -2.42 1.97 -0.48
H -2.76 0.55 -1.51

## Properties
Total energy, eV: -38267.05756
LUMO level (spin up / spin down), eV: -0.922 / -0.922
HOMO level (spin up / spin down), Eh: -0.2995 / -0.2995
Relative energy (zero: lowest compared OMol25 entry of this formula, charge and spin), kJ/mol: 612.3

# 3
# C5H10ClN

One molecule with the formula C5H10ClN at a distorted geometry (ωB97M-V/def2-TZVPD, OMol25).

CARTESIAN COORDINATES (ANGSTROEM)
C -0.59 0.70 -1.43
C -0.71 -0.57 -0.37
C -0.85 -0.10 1.15
C 0.70 -0.44 1.24
C 0.68 -1.13 -0.11
H -0.24 2.11 0.06
H 1.21 1.35 -0.88
H -1.56 1.16 -1.57
H -0.28 0.03 -2.45
H -1.35 -1.29 -1.00
H -0.97 1.19 1.14
H -1.44 -0.55 2.23
H 1.32 0.43 1.53
H 0.91 -2.20 -0.21
H 1.41 -0.79 -0.98
N 0.27 1.71 -0.90
Cl 1.47 -1.60 2.56

## Properties
Total energy, eV: -19355.51705
SMILES: NC[C@H]1C[C@H](Cl)C1
LUMO level, eV: 0.683
HOMO level, Eh: -0.3378
Relative energy (zero: lowest compared OMol25 entry of this formula, charge and spin), kJ/mol: 402.6

# 4
# C5H10ClN

C5H10ClN as an isolated structure at a distorted geometry (ωB97M-V/def2-TZVPD, OMol25).

CARTESIAN COORDINATES (ANGSTROEM)
C -0.80 -0.24 -1.10
C -0.02 0.01 0.18
C -0.70 1.20 0.86
C 0.91 -0.72 0.75
C 1.15 -2.27 0.24
H -1.98 0.41 -1.22
H -0.03 0.35 -2.08
H -0.92 -1.31 -1.46
H -1.66 1.05 1.11
H -0.17 1.67 1.76
H -1.30 2.50 -0.74
H 0.20 2.87 -0.05
H 1.47 -0.20 1.58
H 0.47 -2.94 -0.32
H 1.45 -3.05 1.04
N -0.75 2.53 0.13
Cl 2.67 -1.87 -0.68

## Properties
Total energy, eV: -19355.79923
LUMO level, eV: 0.799
HOMO level, Eh: -0.3245
Relative energy (zero: lowest compared OMol25 entry of this formula, charge and spin), kJ/mol: 375.4

# 5
# C5H10ClN

One molecule with the formula C5H10ClN at a distorted geometry (ωB97M-V/def2-TZVPD, OMol25).

CARTESIAN COORDINATES (ANGSTROEM)
C -1.23 0.93 -0.28
C -0.41 0.01 0.57
C -0.06 1.21 -1.30
C -1.05 -1.27 1.11
C 1.98 -0.43 -0.19
N 0.55 -0.28 -0.50
Cl -0.38 1.07 -2.95
H -2.17 0.55 -0.66
H -1.56 1.81 0.16
H 0.19 0.45 1.41
H 0.77 2.07 -1.07
H -0.43 -1.58 1.95
H -1.15 -2.02 0.38
H -2.04 -1.09 1.61
H 2.42 -0.40 -1.11
H 2.57 0.26 0.44
H 2.00 -1.29 0.40

## Properties
Total energy, eV: -19356.95185
SMILES: C[C@@H]1C[C@H](Cl)N1C
LUMO level, eV: 1.104
HOMO level, Eh: -0.3145
Relative energy (zero: lowest compared OMol25 entry of this formula, charge and spin), kJ/mol: 264.1

# 6
# C5H10ClN2

A 2-piece molecular cluster, C5H10ClN2 overall at a distorted geometry (ωB97M-V/def2-TZVPD, OMol25).

CARTESIAN COORDINATES (ANGSTROEM)
Cl 6.61 2.08 1.23
C 5.08 1.05 -0.78
C 6.49 1.48 -0.45
H 5.03 0.68 -1.82
H 4.38 1.90 -0.68
H 4.74 0.24 -0.11
H 7.21 0.64 -0.54
H 6.84 2.29 -1.11
C 0.55 1.06 4.70
C -0.62 1.54 5.21
C 0.48 3.25 4.31
N 1.20 2.14 4.16
N -0.64 2.89 4.96
H 0.96 0.05 4.68
H -1.44 1.04 5.73
H 0.75 4.26 3.98
H 2.13 2.11 3.68
H -1.39 3.55 5.22

## Properties
Total energy, eV: -20843.59168
LUMO level, eV: -3.442
HOMO level, Eh: -0.4665
Relative energy (zero: lowest compared OMol25 entry of this formula, charge and spin), kJ/mol: 25.8
Net charge: +1

# 7
# C5H10ClNO2

A 2-piece molecular cluster, C5H10ClNO2 overall at a distorted geometry (ωB97M-V/def2-TZVPD, OMol25).

CARTESIAN COORDINATES (ANGSTROEM)
C -0.35 -0.17 0.03
C -1.64 -0.87 0.35
C 0.72 -1.02 -0.62
C 2.04 -0.39 -0.10
C 1.51 1.16 0.23
H -0.26 1.22 1.59
H -0.60 0.44 -0.77
H 0.68 -2.02 -0.25
H 0.65 -1.09 -1.71
H 2.84 -0.54 -0.74
H 2.25 -0.81 0.74
H 2.18 1.73 0.80
H 1.14 1.69 -0.56
H -2.90 -2.13 -0.18
H -2.54 2.88 -0.34
N 0.36 0.54 1.10
O -2.11 -0.63 1.43
O -2.14 -1.81 -0.60
Cl -1.84 1.82 -0.40

## Properties
Total energy, eV: -23452.52374
SMILES: O=C(O)[C@@H]1CCCN1.Cl
LUMO level, eV: 0.542
HOMO level, Eh: -0.3393
Relative energy (zero: lowest compared OMol25 entry of this formula, charge and spin), kJ/mol: 233.7

# 8
# C5H10ClNO3

A 2-piece molecular cluster, C5H10ClNO3 overall at a distorted geometry (ωB97M-V/def2-TZVPD, OMol25).

CARTESIAN COORDINATES (ANGSTROEM)
C 1.73 -1.51 1.99
C -0.71 -0.77 -2.07
C 0.42 -1.59 1.20
C 0.32 -1.02 -0.01
C -0.47 1.75 0.73
N -0.63 2.37 -0.38
O 0.31 2.88 -1.01
O -1.88 2.53 -0.85
O -0.86 -0.94 -0.71
Cl -1.77 1.14 1.54
H 1.46 -0.84 2.84
H 2.03 -2.52 2.30
H 2.26 -1.00 1.18
H -1.51 -0.23 -2.56
H -0.49 -1.62 -2.61
H 0.24 -0.15 -2.17
H -0.24 -2.38 1.59
H -1.92 2.91 -1.71
H 1.25 -0.57 -0.42
H 0.45 1.54 1.14

## Properties
Total energy, eV: -25496.19458
SMILES: [O-]/[N+](O)=C/Cl.C/C=C/OC
LUMO level, eV: 0.698
HOMO level, Eh: -0.3188
Relative energy (zero: lowest compared OMol25 entry of this formula, charge and spin), kJ/mol: 393.5

# 9
# C5H10ClNO4

A 2-piece molecular cluster, C5H10ClNO4 overall (ωB97M-V/def2-TZVPD, OMol25).

CARTESIAN COORDINATES (ANGSTROEM)
C 1.16 -0.11 0.20
C 0.48 0.07 1.55
C 0.77 0.99 -0.78
C -0.71 0.99 -1.13
C -1.01 1.87 -2.33
H -0.78 -3.79 2.92
H 1.37 -1.61 -1.17
H 1.05 -2.15 0.34
H 2.24 -0.01 0.41
H 1.35 0.86 -1.70
H 1.06 1.96 -0.36
H -1.29 1.34 -0.27
H -1.04 -0.03 -1.35
H -2.86 1.61 -1.91
H 0.18 -0.81 3.17
N 0.82 -1.43 -0.34
O -0.09 1.07 1.93
O -0.18 2.36 -3.05
O -2.33 2.06 -2.58
O 0.63 -1.02 2.33
Cl -0.84 -4.22 4.12

## Properties
Total energy, eV: -27550.82798
SMILES: N[C@@H](CCC(=O)O)C(=O)O.Cl
LUMO level, eV: 0.363
HOMO level, Eh: -0.3745
Relative energy (zero: lowest compared OMol25 entry of this formula, charge and spin), kJ/mol: 0.0

# 10
# C5H10FN

One molecule with the formula C5H10FN at a distorted geometry (ωB97M-V/def2-TZVPD, OMol25).

CARTESIAN COORDINATES (ANGSTROEM)
C -0.52 0.57 1.62
C -0.12 -0.02 0.26
C -1.06 -1.02 -0.29
C 0.30 1.03 -0.63
C 1.46 0.29 -1.02
H -0.79 -0.37 2.20
H 0.03 1.35 2.13
H -1.62 1.02 1.14
H -2.09 -0.90 -0.31
H -0.96 -1.97 0.34
H -0.54 1.35 -1.41
H 0.43 2.00 -0.05
H 2.39 0.67 -0.86
H 1.20 -0.36 -1.92
H 1.42 -1.69 0.32
N 1.30 -0.59 0.15
F -0.83 -1.36 -1.69

## Properties
Total energy, eV: -9551.21322
SMILES: C[C@@]1(CF)CCN1
LUMO level, eV: 0.965
HOMO level, Eh: -0.3134
Relative energy (zero: lowest compared OMol25 entry of this formula, charge and spin), kJ/mol: 328.5

# 11
# C5H10FNS

One molecule with the formula C5H10FNS at a distorted geometry (ωB97M-V/def2-TZVPD, OMol25).

CARTESIAN COORDINATES (ANGSTROEM)
C 0.87 0.83 0.98
C -0.49 0.75 1.48
C 1.14 -0.54 0.48
C -1.13 0.05 0.26
C -0.14 -0.89 -0.33
N -0.02 -0.88 -1.80
F -1.51 0.68 -3.50
S -0.01 0.51 -2.73
H 1.02 1.54 0.20
H 1.53 1.14 1.81
H -0.40 0.07 2.31
H -0.92 1.65 1.76
H 2.06 -0.84 -0.12
H 1.18 -1.11 1.57
H -2.13 -0.28 0.25
H -1.13 0.94 -0.48
H -0.36 -1.92 0.01
H 0.44 -1.70 -2.14

## Properties
Total energy, eV: -20388.37343
SMILES: FSNC1CCCC1
LUMO level, eV: 0.828
HOMO level, Eh: -0.3363
Relative energy (zero: lowest compared OMol25 entry of this formula, charge and spin), kJ/mol: 135.7

# 12
# C5H10FP

One molecule with the formula C5H10FP at a distorted geometry (ωB97M-V/def2-TZVPD, OMol25).

CARTESIAN COORDINATES (ANGSTROEM)
C 0.36 -1.80 0.84
C -0.21 -1.14 -0.14
C -0.26 -2.93 1.62
C -0.09 3.15 -0.35
C -0.03 2.14 -1.47
F -1.16 2.15 -2.21
P 0.33 0.40 -1.07
H 1.47 -1.65 1.14
H -1.17 -1.39 -0.55
H 0.09 -2.76 2.66
H -1.35 -2.90 1.28
H 0.12 -3.96 1.42
H -1.11 3.63 -0.19
H 0.28 2.71 0.65
H 0.52 4.02 -0.77
H 1.57 0.51 -0.52
H 0.62 -0.18 -2.32

## Properties
Total energy, eV: -17348.92796
SMILES: C/C=C/[PH2]=C(C)F
LUMO level, eV: 0.662
HOMO level, Eh: -0.2626
Relative energy (zero: lowest compared OMol25 entry of this formula, charge and spin), kJ/mol: 285.9

# 13
# C5H10IN

A 2-piece molecular cluster, C5H10IN overall at a distorted geometry (ωB97M-V/def2-TZVPD, OMol25).

CARTESIAN COORDINATES (ANGSTROEM)
C 0.51 -1.34 -0.69
C -1.46 1.15 -0.74
C 0.56 -0.56 1.63
C -0.01 1.50 -0.36
C 1.01 -0.31 0.21
N -0.59 -1.87 -0.44
I 3.09 0.23 -0.09
H 1.24 -1.69 -1.37
H -2.15 2.07 -0.44
H -1.50 1.16 -1.83
H -2.07 0.40 -0.18
H 1.13 -1.56 1.92
H 0.90 0.22 2.32
H -0.48 -0.56 1.86
H 0.15 1.89 0.56
H 0.57 1.84 -1.11
H -0.89 -2.58 -1.25

## Properties
Total energy, eV: -14934.47620
LUMO level, eV: 0.483
HOMO level, Eh: -0.3143
Relative energy (zero: lowest compared OMol25 entry of this formula, charge and spin), kJ/mol: 204.0

# 14
# C5H10IN2

An isolated ion of composition C5H10IN2 and charge +1 at a distorted geometry (ωB97M-V/def2-TZVPD, OMol25).

CARTESIAN COORDINATES (ANGSTROEM)
C 0.38 2.13 0.07
C -0.95 1.51 -0.23
C 1.81 0.53 -0.91
C -0.31 -0.91 -0.50
C 0.15 -2.08 0.29
N 1.48 1.55 -0.18
N -1.04 0.10 0.31
I -1.35 -1.29 -2.33
H 0.41 3.08 0.59
H -1.76 2.10 0.20
H -1.10 1.44 -1.31
H 2.61 -0.11 -0.56
H 1.58 0.50 -1.97
H 0.69 -1.75 1.18
H 0.82 -2.70 -0.30
H -0.68 -2.72 0.62
H -0.64 0.07 1.26
H -2.04 -0.13 0.40

## Properties
Total energy, eV: -16416.73205
LUMO level (spin up / spin down), eV: -3.641 / -5.766
HOMO level (spin up / spin down), Eh: -0.3929 / -0.5210
Relative energy (zero: lowest compared OMol25 entry of this formula, charge and spin), kJ/mol: 11.8
Expectation value of S²: 2.02
2S+1: 3
Net charge: +1